9
Properties=species:S:1:pos:R:3:forces:R:3 method="wB97M-V/def2-TZVPD" homo_ev=-10.56 homo_lumo_gap_ev=11.13 smiles=OC[C@H](F)Cl
O 1.330 -0.381 0.028 6.66 -1.04 -2.14
C 0.165 -0.283 -0.599 -4.10 1.86 0.05
C -0.715 0.178 0.566 1.65 -0.39 0.84
F -1.981 0.320 0.223 -1.41 0.44 -0.35
Cl -0.012 1.641 1.323 -0.53 0.49 -0.16
H 2.173 -0.293 -0.637 -3.30 -0.45 2.44
H 0.079 0.514 -1.346 0.31 -0.17 -0.29
H -0.443 -1.144 -0.927 1.09 -0.55 -0.37
H -0.597 -0.550 1.369 -0.37 -0.18 -0.02